Entry from the Open Molecules 2025 dataset: a molecular structure, C4H4AuLiO5 in a non-equilibrium geometry (the ωB97M-V functional and the def2-TZVPD basis).

The net charge is +1. Its HOMO-LUMO gap (alpha / beta) is 0.271 / 0.250 hartree. Its spin multiplicity is 4. Its HOMO energy (alpha / beta) is -11.336 / -15.163 eV.

Each line ends with the Löwdin spin population.
CARTESIAN COORDINATES (ANGSTROEM)
O (1.50577, -1.07732, -0.91995)  0.704
C (2.02049, -1.29277, 0.21636)  0.019
C (-0.37252, -2.11675, -0.30200)  0.036
O (2.11893, -0.34297, 1.01935)  0.184
O (1.82403, -2.58262, 0.58202)  0.049
C (0.75141, -3.18114, -0.15291)  0.014
H (-0.70125, -1.80537, 0.69267)  0.005
H (-1.22499, -2.80218, -0.34152)  0.006
H (1.05152, -3.55110, -1.13451)  -0.001
H (0.37900, -4.02259, 0.43080)  0.001
O (-2.04526, -0.71058, -1.73179)  0.243
C (-1.12002, -0.60494, -0.98379)  0.062
O (-0.98912, 0.56297, -0.25130)  0.293
Li (0.63702, 0.87411, 1.11355)  0.031
Au (-1.65610, 1.26010, -1.93740)  1.355

Entry from the Open Molecules 2025 dataset: a molecular structure, C4H4AuO2 in a non-equilibrium geometry (the ωB97M-V functional and the def2-TZVPD basis).

The net charge is +4. Its HOMO-LUMO gap (alpha / beta) is 0.245 / 0.298 hartree. Its spin multiplicity is 4. Its HOMO energy (alpha / beta) is -30.006 / -33.358 eV.

Each line ends with the Löwdin spin population.
CARTESIAN COORDINATES (ANGSTROEM)
H (0.30989, -0.51963, -1.65423)  0.134
O (-2.93597, 1.39851, -0.16522)  0.026
C (-2.04357, 0.80820, 0.15018)  0.015
C (-0.89944, 0.08026, 0.59027)  0.129
C (0.26917, -0.00935, -0.35530)  0.661
C (1.01183, -1.22255, -0.59093)  0.773
H (-1.07184, -0.59334, 1.43842)  0.005
H (0.95491, -1.94652, 0.23019)  0.083
H (2.01873, -1.08786, -0.98712)  0.030
O (0.59784, 0.94541, 0.51583)  0.349
Au (1.78845, 2.14688, 0.82790)  0.796

Entry from the Open Molecules 2025 dataset: a molecular structure, C4H4Br2Cl2 in a non-equilibrium geometry (the ωB97M-V functional and the def2-TZVPD basis).

The net charge is 0. Its HOMO-LUMO gap (alpha / beta) is 0.257 / 0.256 hartree. Its spin multiplicity is 1. Its HOMO energy (alpha / beta) is -8.567 / -8.663 eV.

Each line ends with the Mulliken charge.
CARTESIAN COORDINATES (ANGSTROEM)
C (0.51495, 0.69449, -0.24264)  -0.094
C (2.48645, -0.43408, 0.16366)  -0.041
C (-1.73138, -0.24961, -0.32992)  -1.058
C (-0.57653, 0.19987, 0.56093)  0.320
Cl (0.84900, 2.31071, -0.33524)  -0.036
Cl (-1.27613, 1.37351, 1.87763)  -0.215
Br (3.72158, 0.27790, -0.90718)  0.029
Br (2.20906, -2.26362, -0.26189)  -0.049
H (-1.36579, -1.15320, -0.98166)  0.269
H (-1.95431, 0.50125, -1.01946)  0.355
H (-2.70475, -0.47668, 0.28230)  0.318
H (-0.17216, -0.78053, 1.19346)  0.204

Taking the records one at a time from the top gives energy above the lowest of the compared OMol25 structures with the same formula, charge and spin values of 253.4 479.5 478.6 kJ/mol.